No. 1
22
Properties=species:S:1:pos:R:3 method="wB97M-V/def2-TZVPD" spin_multiplicity=1 fmax_ha_per_bohr=0.1460 orbital_gap_ev=10.06 smiles="O=CCCCOCC=O.O" de_lowest_kcal_mol=116.0 charge=0 homo_energy_ev=-9.985
O -1.10510 -0.21271 3.52605
C -0.25739 0.68601 3.21459
C 0.19730 0.87384 1.80680
C -0.56848 0.74736 0.50127
C 0.32952 0.33475 -0.64995
O -0.46481 0.10435 -1.79233
C 0.23369 -0.50667 -2.83554
C -0.63984 -0.55359 -4.06187
O -0.29093 -1.06518 -5.09822
H 0.62820 0.66601 3.88674
H 1.26392 1.14365 1.74324
H -0.24860 1.98891 2.28164
H -1.01397 1.72250 0.25712
H -1.41775 0.05579 0.59739
H 0.91193 -0.57148 -0.40790
H 1.06647 1.13057 -0.86630
H 0.53186 -1.54171 -2.57956
H 1.15899 0.04583 -3.09019
H -1.61128 -0.01584 -3.97714
O 0.45017 -1.75547 2.06345
H -0.37607 -1.57119 2.84609
H 1.22218 -1.70575 2.63464

No. 2
85
Properties=species:S:1:pos:R:3 method="wB97M-V/def2-TZVPD" spin_multiplicity=1 fmax_ha_per_bohr=0.0636 orbital_gap_ev=9.87 smiles=COC[C@H](C)N.COC[C@H](C)N.COC[C@H](C)N.COC[C@H](C)N.COC[C@H](C)N de_lowest_kcal_mol=79.8 charge=0 homo_energy_ev=-9.271
C -3.31747 10.60141 -22.32921
O -3.73765 10.14561 -21.08561
C -4.69597 10.99321 -20.50606
C -4.57815 10.85054 -18.97448
C -4.35392 9.39770 -18.52037
N -5.71599 11.30344 -18.26000
H -2.76300 9.79162 -22.80344
H -2.69010 11.49256 -22.31077
H -4.20071 10.81174 -22.93231
H -4.57492 12.05797 -20.70542
H -5.67599 10.80072 -20.94261
H -3.70427 11.44884 -18.71661
H -3.57522 8.96099 -19.14567
H -5.20912 8.80687 -18.84849
H -4.17572 9.11082 -17.48401
H -5.61398 11.40519 -17.26033
H -5.80425 12.24600 -18.61195
C -12.85539 1.81883 -12.63027
O -13.72167 1.22155 -11.65212
C -14.02641 2.02254 -10.55738
C -14.98505 1.13149 -9.64564
C -14.26033 -0.21021 -9.10981
N -16.12679 0.69511 -10.40487
H -12.49742 1.17040 -13.42993
H -11.91811 2.24872 -12.27698
H -13.20046 2.76670 -13.04326
H -13.13880 2.26753 -9.97408
H -14.43405 3.00298 -10.80371
H -15.20424 1.64063 -8.70710
H -13.89071 -0.83013 -9.92662
H -14.98361 -0.73636 -8.48680
H -13.45321 0.04377 -8.42268
H -15.78799 0.14904 -11.18404
H -16.48053 1.48717 -10.92217
C -8.35411 12.13032 -12.14361
O -9.17953 11.63292 -13.18863
C -10.14995 10.69864 -12.79005
C -10.85654 10.08778 -14.03819
C -12.28396 9.50670 -13.73622
N -10.10072 9.12388 -14.77100
H -8.98672 12.54664 -11.35967
H -7.71609 12.84521 -12.66319
H -7.85966 11.35287 -11.56121
H -9.80844 9.76682 -12.33932
H -10.91518 11.26831 -12.26279
H -11.04249 10.91304 -14.72553
H -12.37573 8.57745 -13.17393
H -12.92122 9.36506 -14.60910
H -12.86265 10.26245 -13.20513
H -10.48343 9.27514 -15.69338
H -9.15812 9.48545 -14.80074
C -2.38823 9.88703 -5.67787
O -2.47604 10.40913 -4.40400
C -1.30077 10.26746 -3.67757
C -1.50298 10.77301 -2.26143
C -0.20446 10.52396 -1.43339
N -2.56692 10.06683 -1.58520
H -1.95715 8.88600 -5.69319
H -1.99620 10.54091 -6.45688
H -3.39786 9.62297 -5.99255
H -0.97704 9.23253 -3.56698
H -0.52909 10.72378 -4.29755
H -1.67756 11.84654 -2.18972
H -0.50169 10.62897 -0.38997
H 0.62903 11.19784 -1.63159
H 0.14757 9.52074 -1.67361
H -2.91017 10.68248 -0.86183
H -3.24984 10.24237 -2.30833
C -16.58278 14.41896 -12.68812
O -15.34620 14.83595 -13.13412
C -15.31394 15.65705 -14.28264
C -13.86531 16.27554 -14.39592
C -13.53936 17.20809 -13.17290
N -13.76540 17.15914 -15.55805
H -17.16141 15.34198 -12.72452
H -16.49661 13.96064 -11.70292
H -17.17241 13.67344 -13.22163
H -15.51319 15.11046 -15.20440
H -16.09230 16.42011 -14.28108
H -13.07830 15.52251 -14.43665
H -14.30894 17.96921 -13.04429
H -12.58361 17.72706 -13.24584
H -13.37730 16.54320 -12.32451
H -12.77715 17.36540 -15.58829
H -13.90339 16.70468 -16.44941

No. 3
24
Properties=species:S:1:pos:R:3 method="wB97M-V/def2-TZVPD" spin_multiplicity=1 fmax_ha_per_bohr=0.0465 orbital_gap_ev=9.51 smiles=CCc1c[nH]cn1.CCS de_lowest_kcal_mol=24.1 charge=0 homo_energy_ev=-8.817
C 0.98067 2.74691 0.54218
C -0.40644 2.54505 0.04705
C -0.65736 1.35537 -0.84928
C 0.12984 0.56588 -1.62649
N -0.76311 -0.13164 -2.42507
C -2.02049 0.15465 -2.02899
N -1.99396 1.12424 -1.12336
H 1.65699 3.12721 -0.24598
H 1.46453 1.89031 0.99585
H 1.08246 3.61624 1.19182
H -1.08501 2.53448 0.90612
H -0.70608 3.33010 -0.65367
H 1.15006 0.22901 -1.70383
H -0.50772 -0.81597 -3.11719
H -2.94764 -0.27176 -2.36576
C -0.20519 -2.47567 2.16450
C 0.56222 -2.65580 0.79810
S 2.38095 -2.60877 0.97638
H 0.32981 -1.80961 2.82487
H -0.19857 -3.49647 2.55893
H -1.21829 -2.19727 1.89836
H 0.26495 -3.62625 0.40477
H 0.24682 -1.80760 0.20114
H 2.46057 -1.32262 0.62955

No. 4
37
Properties=species:S:1:pos:R:3 method="wB97M-V/def2-TZVPD" spin_multiplicity=1 fmax_ha_per_bohr=0.0173 orbital_gap_ev=9.23 smiles="COCCNS(=O)(=O)c1cc(OC)c(C)cc1C" de_lowest_kcal_mol=2.8 charge=0 homo_energy_ev=-8.595
C -0.04925 -3.27918 -1.27100
O 0.32589 -2.61426 -0.08842
C 1.68037 -2.22814 -0.04768
C 1.99465 -1.03558 -0.97350
N 2.90507 -0.11469 -0.32496
S 2.35673 0.72063 1.03182
O 2.33014 -0.19020 2.13772
O 3.21848 1.86317 1.13809
C 0.66809 1.16187 0.61862
C -0.29347 0.33219 1.16917
C -1.62947 0.49248 0.83571
O -2.63188 -0.30193 1.28472
C -2.28178 -1.43379 2.05328
C -1.99572 1.53473 -0.03610
C -3.43984 1.72399 -0.37563
C -1.00902 2.34738 -0.56030
C 0.34472 2.17360 -0.26933
C 1.37776 3.03731 -0.92316
H 0.01789 -2.62542 -2.14734
H -1.08359 -3.59030 -1.13571
H 0.57694 -4.16314 -1.44034
H 1.87655 -1.92585 0.98171
H 2.32498 -3.08243 -0.29331
H 2.46504 -1.37386 -1.90040
H 1.04151 -0.54364 -1.22607
H 3.31864 0.55161 -0.95919
H 0.04284 -0.43106 1.84838
H -1.56453 -2.06568 1.52152
H -1.86418 -1.14348 3.02177
H -3.21184 -1.97810 2.21022
H -3.84540 0.80658 -0.79868
H -4.00734 1.93913 0.52816
H -3.57240 2.53749 -1.08316
H -1.29421 3.14134 -1.23585
H 2.26003 3.11769 -0.29540
H 1.67165 2.60935 -1.88344
H 0.97596 4.03019 -1.11191

No. 5
41
Properties=species:S:1:pos:R:3 method="wB97M-V/def2-TZVPD" spin_multiplicity=4 fmax_ha_per_bohr=0.0919 orbital_gap_ev="6.38 / 3.36" de_lowest_kcal_mol=117.1 charge=+4 homo_energy_ev="-21.519 / -21.502"
N 0.94149 2.73622 1.00093
C 0.82060 3.89119 1.05461
C 0.59491 5.30810 0.99890
H -0.46835 5.46955 0.83745
H 1.14107 5.71353 0.14946
H 0.90312 5.82235 1.89633
N 3.12658 -1.81066 0.86512
C 4.02263 -2.44959 0.51868
C 5.13028 -3.26017 0.07311
H 5.67862 -2.74864 -0.73016
H 4.76129 -4.21991 -0.31498
H 5.79986 -3.44230 0.91098
N -2.00757 -3.13165 1.19189
C -3.13981 -2.86779 1.18405
C -4.53321 -2.48327 1.05357
H -5.15258 -3.05024 1.74784
H -4.84916 -2.69120 0.01678
H -4.61068 -1.40716 1.26099
Mn -0.35215 0.35547 -2.00108
C 0.54560 -1.99994 2.53872
O 0.03101 -2.75116 3.22582
C 1.87853 0.42054 2.30643
O 2.87993 0.95205 2.20070
C 0.47810 1.51853 -3.52700
C -0.97023 1.58528 -3.58674
C -1.72663 0.37061 -3.59406
C -1.05383 -0.90738 -3.46937
C 0.37148 -0.97445 -3.43691
C 1.13517 0.22639 -3.48154
H 1.08800 2.43102 -3.35264
H -1.47971 2.52305 -3.41010
H -2.80898 0.39005 -3.49439
H -1.63765 -1.80940 -3.27112
H 0.83909 -1.92719 -3.19976
H 2.23484 0.17826 -3.32982
C -1.61699 0.46342 3.49238
O -1.55489 0.76387 2.08800
H -2.33059 1.12037 4.01684
H -0.63719 0.54816 3.98753
H -1.95529 -0.57423 3.58491
H -1.51669 1.71833 1.99764

No. 6
12
Properties=species:S:1:pos:R:3 method="wB97M-V/def2-TZVPD" spin_multiplicity=1 fmax_ha_per_bohr=0.0259 orbital_gap_ev=11.10 smiles=C#C[C@@H](C#N)CO de_lowest_kcal_mol=71.2 charge=0 homo_energy_ev=-10.642
C 1.22180 1.90992 -0.02539
C 0.48811 0.99963 -0.31446
C 0.17560 -0.44346 -0.40396
C 1.41473 -0.92948 0.23916
N 2.48459 -0.94148 0.67912
C -1.16108 -0.79951 0.26912
O -2.20328 -0.12473 -0.38746
H 1.89008 2.69266 0.24514
H 0.15291 -0.76838 -1.45039
H -1.10691 -0.54560 1.33661
H -1.36214 -1.87030 0.17525
H -1.99441 0.82073 -0.36276

No. 7
16
Properties=species:S:1:pos:R:3 method="wB97M-V/def2-TZVPD" spin_multiplicity=1 fmax_ha_per_bohr=0.0285 orbital_gap_ev=9.80 de_lowest_kcal_mol=103.1 charge=0 homo_energy_ev=-8.587
C -1.61226 0.53198 1.10843
N -1.12398 0.20558 -0.20652
C -0.04002 0.90130 -0.86886
C 1.36198 0.30152 -0.48523
C 1.27974 -0.65686 0.62732
C -0.34363 -0.97707 -0.29829
C 0.45751 -0.36725 -1.46263
H -0.79290 0.44576 1.83632
H -2.39702 -0.19257 1.36228
H -2.04800 1.53397 1.12083
H -0.12582 1.89441 -1.29527
H 2.19462 0.94201 -0.75178
H 1.77196 -0.28199 1.55726
H 1.64112 -1.66911 0.48481
H -0.86608 -1.93996 -0.24812
H 0.64278 -0.67174 -2.48056